No. 1
A molecular structure, C25H59AsBr3F6N4O12P2. Source: the Open Molecules 2025 dataset; level of theory: wB97M-V/def2-TZVPD.

Output
* LUMO level: 1.54 eV
* E_HOMO: -7.196 eV
* gap between HOMO and LUMO: 0.321 hartree
* spin multiplicity: 1
* charge: -1

Geometry as XYZ:
```
112
C25H59AsBr3F6N4O12P2 | the Open Molecules 2025 dataset | wB97M-V/def2-TZVPD
As 0.06696 0.19695 0.69372
F -0.08305 1.51229 -0.41328
F 0.14891 1.26395 2.10586
F 0.27310 -1.19700 1.75222
F 0.03179 -0.93011 -0.66156
F 1.81925 0.28395 0.57620
F -1.68459 0.12751 0.71626
C -1.90041 4.49096 0.91099
O -1.84183 5.50210 1.59309
N -2.91783 4.23527 0.06551
C -2.95388 3.01915 -0.71943
C -3.98880 5.16890 -0.19137
H -1.13787 3.70145 0.95730
H -2.41557 2.22518 -0.20346
H -2.53579 3.16283 -1.72108
H -3.96251 2.64782 -0.90705
H -4.02790 5.47142 -1.23759
H -4.93423 4.69942 0.09736
H -3.89857 6.01809 0.48345
C 3.23364 1.70822 5.13336
O 3.99131 2.44093 5.73900
N 3.53457 0.49720 4.61100
C 2.52458 -0.35491 4.02204
C 4.89797 -0.00400 4.65772
H 2.20378 2.04087 4.92792
H 1.60144 0.14360 3.73378
H 2.32007 -1.20674 4.67468
H 2.96455 -0.68061 3.07998
H 5.37969 -0.05042 3.68205
H 5.52598 0.66017 5.25282
H 4.90462 -0.92403 5.24540
C 4.85612 2.86251 1.81608
O 6.02651 2.99808 1.50054
N 3.86912 3.70218 1.46897
C 2.48869 3.45424 1.86063
C 4.07258 4.93475 0.74052
H 4.51315 1.97738 2.36854
H 2.40243 2.57798 2.50063
H 1.81632 3.30728 1.01619
H 2.12144 4.28248 2.47157
H 3.44701 4.94671 -0.15231
H 3.82121 5.75840 1.41385
H 5.10342 5.09531 0.43449
C 3.65806 -1.81893 -1.34747
O 4.49761 -1.65431 -2.21978
N 3.83580 -2.59733 -0.26172
C 2.87119 -2.63829 0.83066
C 5.08882 -3.24399 0.01246
H 2.69870 -1.28108 -1.31280
H 2.80162 -3.63066 1.28066
H 1.86967 -2.51187 0.42394
H 3.11907 -1.89771 1.58196
H 5.75034 -3.28492 -0.85240
H 5.67914 -2.72959 0.77736
H 4.93037 -4.28587 0.29863
C -2.90903 -1.33372 -2.13919
Br -1.91248 -0.73345 -3.67600
Br -3.46388 -3.21496 -2.33477
Br -4.53208 -0.21956 -1.83735
H -2.21924 -1.20531 -1.31161
C -0.39512 -3.56458 -7.66126
C -0.28863 -2.62294 -6.47651
O 1.07664 -2.44417 -6.03038
P 1.99324 -1.31146 -6.70954
O 1.60197 -0.86741 -8.05015
O 2.02103 -0.10719 -5.63852
C 2.28794 -0.29282 -4.23694
C 1.40046 0.61121 -3.41835
O 3.47112 -1.91590 -6.64653
C 3.88896 -2.79418 -5.58604
C 4.74858 -3.87545 -6.15225
H -0.08634 -4.58365 -7.43126
H -1.46302 -3.70255 -7.85350
H 0.13494 -3.10300 -8.49213
H -0.78866 -1.66380 -6.59496
H -0.73517 -3.10919 -5.60716
H 1.99228 -1.34145 -4.07974
H 3.34907 -0.33034 -3.98610
H 1.77609 1.62365 -3.61229
H 0.36044 0.53656 -3.72959
H 1.51388 0.55497 -2.33733
H 4.43253 -2.21529 -4.83060
H 3.09324 -3.19973 -4.95656
H 5.02874 -4.55058 -5.34222
H 4.17182 -4.45121 -6.87964
H 5.62625 -3.47065 -6.65383
C -3.44379 1.65082 2.74139
C -4.78226 1.22466 2.16018
O -5.22396 0.19694 3.06950
P -6.64555 -0.51538 2.81954
O -7.70910 0.26292 2.17098
O -6.35524 -1.90156 2.04219
C -5.09509 -2.54808 2.31534
C -4.03503 -2.24989 1.27892
O -7.12740 -1.05812 4.24076
C -6.94365 -0.26347 5.41237
C -5.56532 -0.49630 6.06946
H -2.68813 0.87265 2.87559
H -2.90288 2.32723 2.07137
H -3.54525 2.10328 3.72881
H -5.40237 2.11901 2.22071
H -4.62602 0.80316 1.16739
H -4.71442 -2.25896 3.29955
H -5.29814 -3.61310 2.43128
H -3.10258 -2.70359 1.61787
H -4.26584 -2.69410 0.30862
H -3.89311 -1.20775 1.00062
H -7.04793 0.79716 5.17814
H -7.73552 -0.49386 6.12148
H -4.77615 -0.24686 5.35710
H -5.40267 0.12543 6.94966
H -5.32590 -1.52728 6.33542
```

No. 2
A molecular structure, C23H32BeCl2N3O5P. Source: the Open Molecules 2025 dataset; level of theory: wB97M-V/def2-TZVPD.

Output
* LUMO level: 4.65 eV
* E_HOMO: -0.292 eV
* gap between HOMO and LUMO: 0.181 hartree
* spin multiplicity: 1
* energy relative to the best compared isomer or geometry (same formula, charge and spin): 0.8 kcal per mole
* charge: -2

Geometry as XYZ:
```
67
C23H32BeCl2N3O5P | the Open Molecules 2025 dataset | wB97M-V/def2-TZVPD
Be -0.34270 0.08504 1.25113
C 0.82839 1.72438 4.38822
C -0.09850 0.56866 4.27006
N -0.41253 -0.01529 3.14108
C -1.24691 -1.04852 3.43845
C -1.45676 -1.10837 4.77695
N -0.72253 -0.06652 5.29565
C -2.25610 -2.01020 5.63215
O -2.88901 -2.97305 5.00838
O -2.29960 -1.84048 6.83765
C -1.67251 -1.88637 2.28293
O -2.42982 -2.85971 2.50391
O -1.17936 -1.50874 1.19172
H 1.21450 1.94190 3.39040
H 1.66321 1.48822 5.05062
H 0.31438 2.60915 4.76997
H -0.68150 0.14315 6.27885
H -2.72722 -2.95352 3.97870
C -3.45559 -0.34576 -2.59908
C -2.19260 -1.20562 -2.73879
C -2.02816 -1.71820 -4.17141
P -0.81420 -0.31340 -1.84101
C 0.74395 -1.24379 -2.27615
C 0.54823 -2.70231 -1.84535
C 1.39123 -1.15719 -3.65944
C -0.68555 1.34749 -2.66902
C -0.76828 1.51262 -4.18948
C 0.56225 2.03852 -2.09884
H -4.35539 -0.94560 -2.77174
H -3.45334 0.46891 -3.32994
H -3.51199 0.10486 -1.60303
H -2.33254 -2.08020 -2.09290
H -1.79075 -0.91555 -4.87027
H -2.96385 -2.18461 -4.50780
H -1.24266 -2.46984 -4.24681
H 1.44256 -0.80283 -1.55356
H -0.04785 -3.25948 -2.57664
H 0.04480 -2.75726 -0.87662
H 1.51566 -3.20021 -1.74472
H 0.71679 -1.45727 -4.46417
H 2.26374 -1.82145 -3.69221
H 1.74639 -0.14872 -3.87349
H -1.55312 1.85837 -2.23230
H -0.00135 0.94160 -4.71472
H -0.62431 2.57042 -4.44510
H -1.74201 1.21416 -4.58181
H 1.47396 1.67064 -2.57938
H 0.67008 1.85664 -1.02443
H 0.51134 3.11986 -2.26330
C -1.51884 2.68788 1.88960
C -1.65068 1.43653 0.99188
O -2.54924 1.51483 0.14360
H -2.03391 3.54564 1.44444
H -1.97884 2.46024 2.86216
H -0.46190 2.92038 2.05848
Cl 2.29263 3.25606 0.92057
C 3.20479 1.74812 0.80263
C 4.57039 1.83740 0.67991
C 5.37091 0.69192 0.62107
C 4.72661 -0.54676 0.72864
C 3.36180 -0.63389 0.85062
Cl 2.65354 -2.23123 1.06298
C 2.41270 0.50212 0.84235
N 1.14678 0.42861 0.87270
H 5.02553 2.82140 0.63214
H 6.44612 0.75970 0.51341
H 5.30874 -1.46346 0.72953
```

No. 3
2 unconnected molecules or ions with the total composition C4H12OSi. Source: the Open Molecules 2025 dataset; level of theory: wB97M-V/def2-TZVPD.

Output
* LUMO level (spin up / spin down): 0.67 / 0.67 eV
* E_HOMO (spin up / spin down): -7.543 / -6.014 eV
* gap between HOMO and LUMO (spin up / spin down): 0.302 / 0.246 hartree
* spin multiplicity: 1
* energy relative to the best compared isomer or geometry (same formula, charge and spin): 129.1 kcal per mole

Geometry as XYZ:
```
18
C4H12OSi | the Open Molecules 2025 dataset | wB97M-V/def2-TZVPD
C -1.99264 -0.00967 1.11629
C 3.02672 -0.88058 -0.93245
C -1.41796 1.47851 0.89123
C -0.83175 1.72698 -0.46956
O 0.79594 -2.33292 0.28712
Si 1.18165 -1.18392 -0.85824
H -2.24295 -0.35713 0.08785
H -1.31536 -0.65495 1.56795
H -2.81569 0.18519 1.75483
H 3.56685 -1.63691 -1.42630
H 3.26619 0.02680 -1.35018
H 3.28738 -0.78161 0.14193
H -2.33915 2.11643 0.76241
H -0.79288 1.68364 1.65972
H 0.13820 2.14951 -0.60213
H -1.44350 1.76171 -1.40593
H -0.11008 -2.22383 0.50927
H 0.03903 -1.06725 -1.73381
```

No. 4
3 unconnected molecules or ions with the total composition C24H38FNO8P2S. Source: the Open Molecules 2025 dataset; level of theory: wB97M-V/def2-TZVPD.

Output
* SMILES string: Fc1ccc2c(c1)Sc1ccccc1N2.CCOP(=O)(OCC)OCC.CCOP(=O)(OCC)OCC
* LUMO level: -1.28 eV
* E_HOMO: -7.400 eV
* gap between HOMO and LUMO: 0.225 hartree
* spin multiplicity: 1

Geometry as XYZ:
```
75
C24H38FNO8P2S | the Open Molecules 2025 dataset | wB97M-V/def2-TZVPD
F 5.04944 -0.35592 -4.12877
C 3.90726 0.09040 -3.57084
C 3.78794 1.35418 -3.04484
C 2.58679 1.78615 -2.44561
C 1.49038 0.91978 -2.38869
C 1.63513 -0.35004 -2.95076
C 2.81551 -0.76449 -3.54155
S 0.27370 -1.49952 -2.91522
C -1.11585 -0.38538 -2.73046
C -2.38729 -0.80141 -3.11590
C -3.48492 0.03129 -2.98317
C -3.30152 1.30944 -2.45817
C -2.03467 1.71034 -2.06704
C -0.90976 0.88298 -2.19724
N 0.32619 1.40028 -1.73996
H 4.64496 2.02419 -3.05902
H 2.53843 2.79395 -2.03658
H 2.91650 -1.76321 -3.96080
H -2.50868 -1.81240 -3.50007
H -4.47864 -0.28995 -3.28453
H -4.11888 2.01686 -2.34734
H -1.91140 2.70707 -1.63805
H 0.28738 2.40974 -1.74837
C -9.37938 -3.86687 -1.59449
C -8.13113 -3.01883 -1.76195
O -7.34144 -2.99753 -0.57201
P -6.40588 -4.28324 -0.21992
O -5.32646 -4.24306 -1.24582
O -5.59282 -3.68821 1.07929
C -4.16781 -3.76827 1.15548
C -3.53417 -2.45281 0.76122
O -7.52758 -4.94459 0.77460
C -7.17379 -6.13283 1.52284
C -6.73329 -5.78221 2.93219
H -9.12247 -4.92233 -1.48072
H -10.03254 -3.76576 -2.46254
H -9.92794 -3.57035 -0.70047
H -7.52948 -3.37073 -2.60528
H -8.41407 -1.98588 -1.96526
H -3.78901 -4.58948 0.54664
H -3.91500 -3.99950 2.19389
H -3.87392 -2.11866 -0.21958
H -2.44587 -2.53614 0.74253
H -3.80864 -1.66966 1.47055
H -6.40530 -6.70457 0.99768
H -8.07225 -6.74846 1.56582
H -5.68359 -5.49543 2.95679
H -6.84781 -6.64241 3.59352
H -7.30947 -4.94521 3.32481
C 3.29794 2.03769 2.99202
C 3.40549 3.05339 1.86726
O 4.58530 3.84365 1.98476
P 6.01994 3.17459 1.51003
O 5.71877 3.29521 0.03982
O 6.96006 4.52402 1.65849
C 7.80656 4.95155 0.58921
C 7.16081 6.07681 -0.19026
O 6.29125 2.89143 3.12118
C 7.58477 2.38639 3.53631
C 8.48625 3.51184 4.01077
H 4.08365 1.28261 2.91350
H 2.33247 1.53011 2.96186
H 3.41419 2.52401 3.96057
H 3.37976 2.55859 0.89062
H 2.55821 3.73886 1.91442
H 8.06809 4.11620 -0.06137
H 8.73706 5.30734 1.03985
H 6.16528 5.80274 -0.53921
H 7.77061 6.35078 -1.05300
H 7.04208 6.95754 0.44341
H 8.05306 1.81580 2.73125
H 7.39705 1.69970 4.36191
H 8.98326 3.99820 3.17343
H 9.26661 3.12515 4.66801
H 7.91452 4.27448 4.53836
```

No. 5
A gas-phase ion, C9H18N4O2 (charge +2). Source: the Open Molecules 2025 dataset; level of theory: wB97M-V/def2-TZVPD.

Output
* LUMO level (spin up / spin down): -7.68 / -7.67 eV
* E_HOMO (spin up / spin down): -14.551 / -14.558 eV
* gap between HOMO and LUMO (spin up / spin down): 0.253 / 0.253 hartree
* spin multiplicity: 1
* energy relative to the best compared isomer or geometry (same formula, charge and spin): 74.2 kcal per mole
* charge: +2

Geometry as XYZ:
```
33
C9H18N4O2 | the Open Molecules 2025 dataset | wB97M-V/def2-TZVPD
C -1.13443 1.33748 -0.20260
C 1.52874 -0.89957 -0.28490
C -0.17116 -0.06087 -1.94984
C -0.18006 -0.16342 1.47189
C -0.33203 -0.74922 2.88218
C -2.38381 0.46143 1.73737
C 2.25055 -0.32686 1.92809
C -1.41445 1.83204 -2.49005
C 1.35474 -1.72912 -2.64880
N -1.17678 0.52360 0.91586
N 1.10436 -0.47934 0.96062
N -0.74649 1.02327 -1.43148
N 0.85201 -0.89804 -1.47637
O -1.65885 2.57607 -0.21970
O 2.75989 -1.36925 -0.31791
H -0.27646 -0.08585 -3.00615
H -0.84074 -1.83120 2.80591
H -0.99450 -0.19598 3.55800
H 0.61161 -0.87114 3.45169
H -2.67744 -0.51318 1.98463
H -2.27221 0.98997 2.63902
H -3.27859 0.97663 1.18597
H 2.09654 0.57318 2.40732
H 2.38446 -1.23480 2.66731
H 3.16987 -0.38057 1.19517
H -2.50449 1.74718 -2.36355
H -0.99290 1.46915 -3.47311
H -1.14014 2.87927 -2.50054
H 0.59591 -2.39116 -2.98911
H 2.27357 -2.45286 -2.41233
H 1.71565 -1.16752 -3.39818
H -1.49878 3.03622 0.60301
H 2.97640 -1.62553 -1.22942
```

No. 6
A molecular structure, C49H67AsNO3P3PtSSeSi. Source: the Open Molecules 2025 dataset; level of theory: wB97M-V/def2-TZVPD.

Output
* LUMO level (spin up / spin down): 0.31 / -1.34 eV
* E_HOMO (spin up / spin down): -6.745 / -6.743 eV
* ⟨S²⟩: 2.009
* gap between HOMO and LUMO (spin up / spin down): 0.259 / 0.198 hartree
* spin multiplicity: 3
* energy relative to the best compared isomer or geometry (same formula, charge and spin): 0.0 kcal per mole

Geometry as XYZ:
```
128
C49H67AsNO3P3PtSSeSi | the Open Molecules 2025 dataset | wB97M-V/def2-TZVPD
Pt 0.28413 0.00950 0.39789
C 3.15958 -1.39708 1.79516
P 1.90332 -1.71879 0.50553
C 3.03055 -2.28561 -0.81686
C 1.00638 -3.18519 1.14097
C 1.68301 -4.25112 1.71715
C 0.98544 -5.34952 2.20256
C -0.39532 -5.38560 2.10567
C -1.08078 -4.32408 1.53013
C -0.39228 -3.22102 1.04620
P -1.27135 -1.81944 0.25111
C -2.63345 -1.52722 1.45141
C -2.33164 -2.47395 -1.08920
H 3.82706 -2.25292 1.91033
H 2.71069 -1.15279 2.75181
H 3.75786 -0.54464 1.47109
H 4.02944 -1.89863 -0.61050
H 2.69324 -1.95522 -1.79112
H 3.04133 -3.37545 -0.81522
H 2.76413 -4.24038 1.78476
H 1.52392 -6.17576 2.64778
H -0.94453 -6.24203 2.47400
H -2.15967 -4.37339 1.44933
H -3.28370 -2.39977 1.53349
H -3.23036 -0.68709 1.09066
H -2.26727 -1.27800 2.43754
H -3.35927 -2.16595 -0.90270
H -2.25552 -3.56158 -1.08900
H -2.00298 -2.12037 -2.06090
C -1.22471 6.26403 -2.64849
C -1.85553 5.01947 -2.03417
C -1.76428 3.84043 -2.99362
C -3.30227 5.28977 -1.64871
O -1.19165 4.70083 -0.80424
Si 0.27590 4.10346 -0.40996
S 0.35659 2.02545 -0.77443
O 0.51200 4.45063 1.16645
C 0.35524 5.72672 1.82421
C -1.06624 5.80703 2.35866
C 0.62159 6.89421 0.87820
C 1.36050 5.72854 2.96260
O 1.35896 4.81569 -1.40105
C 2.77293 4.74356 -1.61598
C 3.13390 6.00746 -2.38202
C 3.09705 3.50872 -2.44903
C 3.50528 4.69144 -0.28052
H -1.65742 6.45563 -3.63149
H -0.14954 6.13067 -2.75703
H -1.40390 7.13677 -2.01784
H -2.35267 4.04036 -3.89022
H -2.13802 2.93243 -2.51969
H -0.72971 3.66067 -3.29115
H -3.89091 5.55464 -2.52800
H -3.35253 6.11203 -0.93367
H -3.74063 4.40282 -1.18890
H -1.77285 5.60224 1.55593
H -1.26614 6.80430 2.75690
H -1.21673 5.07695 3.15217
H -0.15204 6.96354 0.11345
H 1.58597 6.79224 0.37978
H 0.62474 7.82231 1.45148
H 1.18174 4.87191 3.61094
H 1.26723 6.64218 3.55216
H 2.37953 5.65909 2.57771
H 2.59820 6.03753 -3.33127
H 4.20530 6.03972 -2.58455
H 2.86030 6.89100 -1.80338
H 2.55491 3.53836 -3.39494
H 2.80454 2.60028 -1.92375
H 4.16706 3.46934 -2.65929
H 3.41155 5.63348 0.26236
H 4.56702 4.50017 -0.44719
H 3.10406 3.89528 0.34757
Se 0.25309 -4.94761 -3.48250
C 0.31789 -3.52856 -2.40217
N 0.36951 -2.61493 -1.67584
C -0.32264 -0.35482 4.03017
C 0.76961 -1.35529 4.34808
As 0.42737 -2.47270 5.94861
C -1.40926 -3.02386 5.55719
C -2.51547 -2.17266 5.58841
C -3.78069 -2.64752 5.27853
C -3.96194 -3.98544 4.94866
C -2.87432 -4.84374 4.93369
C -1.60654 -4.36299 5.23792
C 0.06684 -1.03459 7.21861
C 0.82830 0.13049 7.19867
C 0.61992 1.13084 8.13905
C -0.34398 0.96890 9.12318
C -1.08639 -0.20336 9.17034
C -0.88053 -1.19982 8.22688
P -0.08935 0.78605 2.59972
C -1.65084 1.73824 2.75860
C -2.40582 2.01463 1.62156
C -3.65503 2.60955 1.72512
C -4.17445 2.93127 2.96786
C -3.42931 2.67298 4.11001
C -2.17884 2.08377 4.00695
C 1.30277 1.80903 3.20541
C 1.30694 2.32939 4.50076
C 2.41677 2.99394 4.99506
C 3.54650 3.14632 4.20143
C 3.54688 2.64860 2.90851
C 2.42994 1.98913 2.41304
H -0.50137 0.28718 4.89390
H -1.24802 -0.89152 3.84878
H 1.73485 -0.87078 4.51135
H 0.89097 -2.06766 3.53037
H -2.39513 -1.13308 5.86805
H -4.62725 -1.97297 5.29749
H -4.95129 -4.35846 4.71777
H -3.01264 -5.89032 4.69317
H -0.75868 -5.03807 5.22323
H 1.60038 0.26378 6.44894
H 1.21561 2.03470 8.10484
H -0.50980 1.74758 9.85596
H -1.82896 -0.34331 9.94533
H -1.47165 -2.10689 8.27301
H -2.00826 1.76946 0.64541
H -4.21908 2.82232 0.82645
H -5.15207 3.38816 3.04939
H -3.81989 2.92996 5.08609
H -1.63470 1.88947 4.92069
H 0.44052 2.22558 5.14027
H 2.39873 3.39681 5.99963
H 4.41812 3.65672 4.58943
H 4.41509 2.77985 2.27568
H 2.42212 1.62937 1.39025
```